[1]
Computed, not measured: a 10-piece molecular cluster, C16H54N2O10 overall at a distorted geometry, with ωB97M-V/def2-TZVPD.

Properties
HOMO (eV): -9.10
Molecular weight (g mol⁻¹): 434.61
SMILES string: COC[C@H](C)N.COC[C@H](C)N.CO.CO.CO.CO.CO.CO.CO.CO
Relative energy (zero: lowest compared OMol25 entry of this formula, charge and spin) (kJ/mol): 526.5
Largest force on an atom (eV/A): 3.46
Charge: 0

Each line ends with the Mulliken charge.
Atoms and positions in Å:
C: 12.718 -29.953 -27.767  -0.410
O: 13.809 -29.987 -26.824  -0.444
C: 13.632 -30.943 -25.738  -0.441
C: 14.943 -31.582 -25.342  0.561
C: 15.427 -32.857 -26.044  -1.439
N: 14.938 -31.963 -23.898  -0.730
H: 11.905 -29.266 -27.533  -0.032
H: 12.428 -30.920 -28.179  0.284
H: 13.227 -29.360 -28.527  0.360
H: 13.148 -30.282 -25.018  0.229
H: 12.839 -31.684 -25.839  0.330
H: 15.730 -30.836 -25.449  0.201
H: 14.949 -33.774 -25.702  0.350
H: 16.470 -33.136 -25.895  0.402
H: 15.315 -32.717 -27.119  0.299
H: 15.924 -31.953 -23.678  0.265
H: 14.435 -31.385 -23.240  0.210
C: 6.694 -36.179 -24.559  -0.742
O: 7.109 -34.916 -24.111  -0.324
C: 6.058 -33.965 -23.722  -0.782
C: 6.700 -32.570 -23.832  0.345
C: 5.661 -31.449 -23.760  -1.457
N: 7.488 -32.402 -25.029  -0.246
H: 6.388 -36.860 -23.764  0.313
H: 7.611 -36.677 -24.873  0.232
H: 5.972 -36.136 -25.375  0.286
H: 5.212 -34.017 -24.408  0.323
H: 5.764 -34.162 -22.691  0.439
H: 7.456 -32.476 -23.052  0.494
H: 5.011 -31.610 -22.900  0.417
H: 5.025 -31.328 -24.638  0.280
H: 6.181 -30.492 -23.721  0.316
H: 8.052 -33.240 -25.028  0.267
H: 6.778 -32.723 -25.672  -0.200
C: 7.411 -32.558 -31.471  -0.546
O: 8.005 -33.466 -30.669  -0.302
H: 7.086 -32.890 -32.457  0.352
H: 6.528 -32.095 -31.031  -0.024
H: 8.220 -31.834 -31.573  0.267
H: 8.604 -34.011 -31.185  0.315
C: 8.943 -35.525 -27.691  0.791
O: 8.583 -36.881 -27.858  -0.549
H: 9.436 -35.293 -28.635  -0.573
H: 8.150 -34.866 -27.339  -0.232
H: 9.705 -35.389 -26.923  0.238
H: 9.066 -37.224 -28.613  0.331
C: 5.452 -29.706 -29.017  -0.272
O: 4.267 -30.282 -28.648  -0.608
H: 5.220 -28.730 -29.443  0.315
H: 6.175 -29.572 -28.213  0.138
H: 5.858 -30.259 -29.864  -0.003
H: 4.317 -31.231 -28.513  0.564
C: 9.440 -27.164 -26.646  -0.386
O: 9.522 -26.859 -27.994  -0.509
H: 8.479 -27.512 -26.269  0.227
H: 10.234 -27.892 -26.477  -0.014
H: 9.781 -26.289 -26.092  0.404
H: 9.055 -26.038 -28.162  0.283
C: 9.128 -30.976 -27.826  -0.008
O: 9.216 -32.361 -28.033  -0.225
H: 8.228 -30.839 -27.226  0.106
H: 9.994 -30.692 -27.227  -0.306
H: 9.164 -30.353 -28.720  0.410
H: 8.673 -32.583 -28.792  -0.030
C: 5.325 -33.898 -28.080  0.248
O: 4.438 -32.835 -28.359  -0.631
H: 4.913 -34.861 -28.382  0.394
H: 6.300 -33.631 -28.487  -0.010
H: 5.478 -34.011 -27.006  -0.387
H: 4.058 -32.945 -29.233  0.316
C: 10.512 -30.667 -23.607  -0.431
O: 9.159 -30.270 -23.633  -0.521
H: 10.584 -31.501 -22.910  0.367
H: 11.068 -30.994 -24.486  -0.041
H: 11.056 -29.815 -23.199  0.315
H: 8.687 -30.890 -24.194  0.346
C: 10.966 -34.322 -30.985  -0.581
O: 10.108 -34.542 -32.076  -0.587
H: 11.961 -34.633 -31.305  0.436
H: 10.967 -33.330 -30.535  0.296
H: 10.700 -35.063 -30.231  0.039
H: 10.631 -34.163 -32.786  0.321


[2]
Computed, not measured: a 11-piece molecular cluster, C16H54O11 overall at a distorted geometry, with ωB97M-V/def2-TZVPD.

Properties
HOMO (eV): -9.81
Molecular weight (g mol⁻¹): 422.60
SMILES string: CC(C)O.CC(C)O.CCO.CCO.CCO.CCO.CCO.O.O.O.O
Relative energy (zero: lowest compared OMol25 entry of this formula, charge and spin) (kJ/mol): 0.0
Largest force on an atom (eV/A): 2.90
Charge: 0

Each line ends with the Mulliken charge.
Atoms and positions in Å:
C: -1.392 5.220 -0.128  -1.239
C: -1.954 4.214 0.758  0.564
C: -1.232 2.890 0.723  -0.798
O: -1.805 4.678 2.055  -0.597
H: -0.306 5.214 -0.033  0.189
H: -1.748 6.249 -0.164  0.399
H: -1.542 4.873 -1.150  0.268
H: -3.021 4.104 0.565  0.248
H: -1.651 2.112 1.361  0.419
H: -0.200 3.038 1.041  0.305
H: -1.266 2.529 -0.305  -0.099
H: -2.093 3.971 2.638  0.330
C: -0.910 -0.339 -4.641  -1.420
C: -0.946 0.886 -3.758  0.581
C: -2.189 0.869 -2.828  -0.918
O: 0.236 0.883 -3.031  -0.566
H: -0.842 -1.240 -4.030  0.262
H: -0.097 -0.272 -5.365  0.320
H: -1.903 -0.435 -5.079  0.431
H: -1.019 1.776 -4.384  0.407
H: -3.067 0.541 -3.385  0.475
H: -2.428 1.837 -2.387  0.203
H: -2.168 0.121 -2.035  0.015
H: 0.298 -0.003 -2.666  0.002
C: 1.870 -1.470 5.526  -1.283
C: 0.742 -1.789 4.521  -0.165
O: 0.426 -0.625 3.791  -0.406
H: 2.803 -1.419 4.965  0.308
H: 2.030 -2.292 6.223  0.406
H: 1.708 -0.615 6.182  0.292
H: -0.144 -2.097 5.076  0.378
H: 1.006 -2.563 3.800  0.244
H: 1.265 -0.339 3.421  0.202
C: 0.179 -0.103 -0.023  0.082
C: 0.772 -1.439 -0.312  0.164
O: 0.624 -1.728 -1.679  -0.488
H: 0.163 0.056 1.055  0.257
H: -0.854 -0.062 -0.367  -0.302
H: 0.817 0.669 -0.454  0.034
H: 0.292 -2.198 0.306  -0.338
H: 1.832 -1.472 -0.060  0.581
H: 1.330 -2.336 -1.910  0.211
C: -1.980 -3.467 2.275  0.027
C: -3.161 -2.826 1.583  -0.616
O: -2.762 -1.608 0.959  -0.394
H: -2.235 -4.453 2.664  0.429
H: -1.485 -2.786 2.966  -0.041
H: -1.226 -3.589 1.497  -0.340
H: -3.956 -2.668 2.312  0.340
H: -3.640 -3.364 0.765  0.483
H: -3.523 -1.149 0.595  0.201
C: 1.394 -5.412 -0.955  -0.845
C: 1.602 -4.863 -2.378  -0.183
O: 2.500 -3.718 -2.255  -0.523
H: 0.944 -4.741 -0.224  0.061
H: 2.395 -5.633 -0.586  0.305
H: 0.773 -6.308 -0.970  0.337
H: 0.712 -4.586 -2.943  0.223
H: 2.031 -5.646 -3.003  0.409
H: 3.147 -3.764 -2.963  0.246
C: 2.609 5.146 -1.520  -1.171
C: 1.731 4.193 -2.341  0.140
O: 1.959 2.854 -1.903  -0.477
H: 3.679 4.947 -1.577  0.353
H: 2.559 4.791 -0.490  0.165
H: 2.412 6.207 -1.675  0.357
H: 1.921 4.308 -3.408  0.315
H: 0.662 4.400 -2.277  0.085
H: 1.330 2.252 -2.309  0.363
O: -1.860 -3.036 -1.500  -0.777
H: -1.047 -2.530 -1.519  0.377
H: -2.231 -2.862 -0.635  0.307
O: -2.071 -0.166 3.481  -0.726
H: -2.250 -0.612 2.654  0.268
H: -1.134 -0.296 3.626  0.467
O: 2.845 2.403 0.885  -0.713
H: 2.461 3.105 1.410  0.282
H: 2.560 2.588 -0.010  0.277
O: 2.695 0.087 2.198  -0.635
H: 3.633 0.047 2.013  0.267
H: 2.389 0.858 1.721  0.398


Q: Which of these has the lowest molecular weight?
A: C16H54O11